Entry from the OMol25 dataset: a molecular structure, C22H19BClF9MoNO4S (wB97M-V/def2-TZVPD).

```
59
Properties=species:S:1:pos:R:3
Mo 0.29 -0.03 0.65
O -3.40 -2.03 0.25
S -2.55 -1.90 -0.88
O -1.91 -3.05 -1.41
O -0.76 -1.34 0.45
O -2.48 -0.66 -1.57
Cl 3.65 -1.10 0.24
C 3.50 -0.05 -1.15
C 4.61 0.63 -1.60
C 4.48 1.50 -2.67
C 3.24 1.69 -3.27
C 2.13 1.00 -2.80
C 2.24 0.11 -1.74
C 1.07 -0.64 -1.26
H 5.57 0.48 -1.11
H 5.34 2.04 -3.03
H 3.14 2.38 -4.10
H 1.16 1.16 -3.26
H 1.26 -1.70 -1.10
H 0.19 -0.51 -1.90
F 1.71 3.84 1.62
B 2.67 3.37 0.84
F 1.38 1.51 0.36
F 2.75 3.76 -0.42
F 3.62 2.63 1.37
C -0.04 -4.47 4.18
N -0.34 -3.70 2.94
C -1.43 -2.71 3.20
C 0.91 -3.10 2.29
C 1.40 -1.85 2.97
C 2.14 -1.97 4.13
C 2.57 -0.85 4.83
C 2.27 0.42 4.36
C 1.58 0.56 3.16
C 1.15 -0.57 2.45
H -0.94 -5.00 4.48
H 0.26 -3.77 4.95
H 0.76 -5.18 3.98
H -0.70 -4.36 2.25
H -1.05 -1.96 3.89
H -2.27 -3.25 3.64
H -1.73 -2.25 2.26
H 0.65 -2.93 1.25
H 1.66 -3.89 2.33
H 2.41 -2.95 4.50
H 3.15 -0.97 5.74
H 2.60 1.30 4.89
H 1.40 1.56 2.78
F -1.97 0.38 2.89
C -2.16 1.27 1.90
C -1.30 1.28 0.82
C -1.56 2.19 -0.19
F -0.79 2.20 -1.29
C -2.61 3.08 -0.13
F -2.84 3.94 -1.11
C -3.45 3.05 0.98
F -4.46 3.89 1.06
C -3.23 2.14 2.00
F -4.04 2.12 3.05
```

Calculated values
Total energy = -3055.58242 hartree
HOMO = -11.6 eV
Net charge = +1
HOMO-LUMO gap = 7.08 eV
LUMO = -4.5 eV